{
  "formula": "C13H27ClIN2OP2Ru",
  "method": "wB97M-V/def2-TZVPD",
  "elements": ["C", "C", "H", "H", "H", "O", "I", "Ru", "P", "C", "C", "H", "H", "H", "H", "H", "H", "C", "H", "H", "H", "P", "C", "C", "H", "H", "H", "C", "H", "H", "H", "H", "H", "H", "Cl", "N", "C", "C", "C", "C", "C", "N", "H", "H", "H", "H", "H", "H"],
  "coordinates": [[-0.00861, 1.00412, -2.84170], [-0.19836, 1.36042, -1.39494], [0.04028, 1.93234, -3.42756], [-0.85261, 0.40394, -3.20863], [0.91037, 0.43453, -3.00221], [-0.55731, 2.47630, -1.01516], [0.14618, -2.04793, 1.93839], [-0.01518, 0.08783, 0.17642], [2.27200, -0.15830, 0.06648], [3.21942, 0.78630, 1.31282], [3.01110, -1.83356, 0.27406], [4.05850, -1.81158, -0.05766], [4.16343, 0.26973, -1.39661], [2.44324, -2.55004, -0.32648], [2.73358, -0.28867, -2.31244], [2.84670, 0.53928, 2.31258], [2.95719, -2.12720, 1.32882], [3.07208, 0.35896, -1.49580], [4.28467, 0.52419, 1.24983], [2.81132, 1.40019, -1.71931], [3.09704, 1.86095, 1.14032], [-2.27230, -0.10407, 0.05250], [-3.14239, 0.98505, 1.22174], [-3.08471, 0.38441, -1.51072], [-2.43022, -2.48793, -0.26868], [-4.04544, -1.75623, 0.01267], [-2.91437, -2.02909, 1.38613], [-2.99193, -1.76110, 0.32732], [-2.74668, -0.27053, -2.31988], [-4.17224, 0.28591, -1.40025], [-4.22844, 0.88000, 1.09017], [-2.85538, 2.02220, 1.01564], [-2.83077, 1.42496, -1.74734], [-2.84665, 0.73197, 2.24752], [-0.02434, -1.66788, -1.41144], [-1.10014, 0.57827, 3.56186], [-0.34516, 1.64699, 3.14898], [-0.17247, 2.70090, 4.06698], [0.47632, 3.85605, 3.66985], [0.93022, 3.91530, 2.35250], [0.72912, 2.83177, 1.50903], [0.11128, 1.69484, 1.87353], [-0.77572, -0.35601, 3.26286], [-1.40603, 0.60283, 4.53887], [-0.58222, 2.54187, 5.06091], [0.63078, 4.67440, 4.36753], [1.47216, 4.77108, 1.95778], [1.06297, 2.87444, 0.47371]],
  "s_squared": 8.80,
  "multiplicity": 6,
  "fmax_ev_per_a": 4.01,
  "orbital_gap_ev": [6.3898, 4.0897],
  "relative_energy_kcal_mol": 0.0,
  "total_charge": 2
}

---

{
  "formula": "C13H27CsN3O2Ta",
  "method": "wB97M-V/def2-TZVPD",
  "elements": ["N", "C", "O", "Cs", "Ta", "N", "N", "C", "C", "C", "C", "C", "C", "C", "C", "H", "H", "H", "H", "H", "H", "H", "H", "H", "H", "H", "H", "H", "H", "H", "H", "H", "H", "C", "H", "H", "H", "C", "H", "H", "H", "C", "C", "O", "H", "H", "H"],
  "coordinates": [[0.42830, 0.94840, 2.00286], [0.35170, 1.75717, 2.91159], [0.25197, 2.51965, 3.80276], [2.33895, -2.77539, 2.19002], [-0.18603, -0.50914, 0.78591], [1.48313, -1.34311, -0.00435], [-1.42847, 0.32381, -0.51162], [2.68773, -0.68936, -0.62377], [-1.75893, 1.75157, -0.70200], [3.78133, -1.73958, -0.88088], [2.31556, -0.05080, -1.96353], [3.19980, 0.38053, 0.33567], [-2.62984, 2.19156, 0.47344], [-2.52511, 1.95767, -2.00717], [-0.47785, 2.57016, -0.73813], [4.07250, -2.31108, 0.01731], [4.68909, -1.22248, -1.22500], [3.48994, -2.44867, -1.66757], [1.98167, -0.80147, -2.69093], [3.20488, 0.44726, -2.38349], [1.52612, 0.70688, -1.86207], [2.44483, 1.14994, 0.55832], [4.06431, 0.88223, -0.13016], [3.54499, -0.04092, 1.29758], [-3.55179, 1.59791, 0.51317], [-2.89309, 3.25278, 0.35309], [-2.10202, 2.07214, 1.43010], [-3.52905, 1.52315, -1.96754], [-1.97542, 1.52952, -2.85121], [-2.63893, 3.03607, -2.18119], [-0.74900, 3.62624, -0.88703], [0.15665, 2.25881, -1.57879], [0.09328, 2.49821, 0.19515], [0.92904, -2.49675, -0.76185], [-0.15621, -2.62080, -0.55768], [1.04044, -2.35775, -1.84997], [1.42666, -3.45042, -0.49308], [-2.49470, -0.62407, -0.89596], [-2.36593, -1.59213, -0.38817], [-3.49072, -0.23813, -0.61823], [-2.47629, -0.80927, -1.98365], [-2.41525, -1.82219, 3.09560], [-1.39636, -1.41314, 2.14474], [-0.09710, -1.90047, 2.27310], [-3.38227, -1.77801, 2.57161], [-2.48051, -1.10775, 3.93690], [-2.30200, -2.83875, 3.51612]],
  "fmax_ev_per_a": 5.81,
  "orbital_gap_ev": 6.6023,
  "total_charge": 2
}

---

{
  "formula": "C13H27CuNO8",
  "method": "wB97M-V/def2-TZVPD",
  "elements": ["Cu", "C", "C", "O", "O", "H", "H", "H", "C", "C", "O", "O", "H", "H", "H", "C", "C", "O", "O", "H", "H", "H", "C", "C", "C", "O", "H", "H", "H", "H", "H", "H", "H", "C", "C", "C", "O", "C", "N", "H", "H", "H", "H", "H", "H", "H", "H", "H", "H", "H"],
  "coordinates": [[10.24962, 18.40068, -26.05706], [6.48106, 20.27733, -25.01519], [7.55786, 20.58084, -26.10654], [7.29738, 21.36520, -27.00648], [8.64803, 19.99451, -26.03920], [5.59948, 20.91407, -25.08919], [6.88380, 20.21976, -24.00396], [6.24147, 19.24562, -25.27261], [12.56774, 15.59364, -23.60583], [11.97218, 16.65850, -24.61526], [11.96610, 17.86181, -24.40269], [11.28834, 16.30466, -25.59099], [12.45079, 15.95397, -22.58378], [13.58724, 15.57508, -23.99101], [12.23066, 14.56592, -23.74098], [11.78082, 21.53353, -23.42564], [11.28340, 21.51271, -24.85175], [11.36300, 20.47697, -25.57711], [10.65709, 22.45608, -25.33224], [11.88465, 20.54526, -22.97771], [11.10153, 22.09188, -22.78150], [12.71605, 22.08893, -23.35511], [9.81548, 18.31629, -30.23156], [10.95511, 18.91011, -29.34465], [12.08070, 19.57234, -30.08422], [10.58884, 19.56845, -28.14765], [8.99851, 18.92259, -30.62280], [9.35683, 17.38492, -29.89947], [10.22890, 18.02781, -31.19798], [11.39317, 17.94402, -29.09392], [11.86315, 20.49635, -30.61992], [12.56158, 18.85270, -30.74677], [12.87596, 19.75038, -29.36036], [6.93198, 15.48174, -26.51641], [7.57048, 16.76418, -25.99359], [7.92316, 16.72185, -24.45136], [8.82556, 17.87518, -24.19158], [9.00339, 18.06645, -22.82976], [8.75118, 17.02506, -26.80474], [6.31043, 15.00291, -25.75979], [7.69545, 14.79814, -26.88779], [6.26626, 15.66837, -27.35907], [6.90964, 17.60646, -26.19844], [8.43746, 15.79812, -24.18618], [7.08859, 16.68653, -23.75111], [9.57609, 18.96846, -22.61415], [9.65691, 17.33733, -22.35081], [8.03618, 18.04043, -22.32784], [8.43419, 17.31244, -27.71963], [9.26847, 16.17303, -26.96769]],
  "s_squared": 0.76,
  "multiplicity": 2,
  "fmax_ev_per_a": 3.69,
  "orbital_gap_ev": [5.1724, 5.0819],
  "relative_energy_kcal_mol": 63.5,
  "total_charge": -2
}